{
  "formula": "C37H44ClN14O5PSSr",
  "method": "ωB97M-V/def2-TZVPD",
  "charge": 0,
  "relative_energy_ev": 1.861,
  "lumo_energy_ev": 0.275,
  "homo_energy_ev": -7.90,
  "gap_ha": 0.3005,
  "symbols": ["Sr", "C", "N", "C", "C", "N", "C", "P", "C", "N", "C", "C", "N", "C", "C", "N", "C", "C", "N", "C", "H", "H", "H", "H", "H", "H", "H", "H", "H", "H", "H", "H", "H", "H", "H", "N", "C", "C", "C", "C", "C", "C", "S", "O", "O", "N", "C", "N", "C", "C", "C", "N", "H", "H", "H", "H", "H", "H", "H", "H", "H", "C", "N", "C", "N", "C", "N", "C", "N", "C", "C", "H", "H", "H", "H", "H", "H", "H", "H", "H", "H", "H", "H", "C", "C", "C", "C", "Cl", "C", "C", "C", "O", "C", "C", "O", "O", "H", "H", "H", "H", "H", "H", "H", "H"],
  "coordinates": [[0.304, -0.160, -0.604], [5.515, 2.571, -2.040], [4.415, 1.632, -2.070], [4.084, 0.823, -3.123], [2.945, 0.161, -2.755], [2.573, 0.556, -1.507], [3.467, 1.434, -1.107], [3.466, 2.311, 0.490], [2.932, 0.966, 1.600], [1.985, 0.072, 1.395], [1.958, -0.723, 2.499], [2.895, -0.294, 3.399], [3.512, 0.779, 2.824], [4.536, 1.596, 3.441], [1.836, 3.084, 0.268], [0.701, 2.436, 0.099], [-0.249, 3.392, -0.104], [0.321, 4.634, -0.057], [1.652, 4.432, 0.181], [2.663, 5.452, 0.363], [6.263, 2.268, -2.769], [5.968, 2.589, -1.051], [5.176, 3.577, -2.289], [4.679, 0.794, -4.019], [2.371, -0.567, -3.301], [1.275, -1.555, 2.563], [3.174, -0.660, 4.373], [4.816, 1.151, 4.393], [4.168, 2.606, 3.623], [5.418, 1.657, 2.806], [-1.277, 3.123, -0.251], [-0.091, 5.621, -0.182], [2.184, 6.425, 0.427], [3.368, 5.462, -0.469], [3.216, 5.274, 1.284], [-3.996, -1.311, -7.714], [-3.334, -0.875, -6.580], [-3.027, -1.770, -5.553], [-2.296, -1.353, -4.455], [-1.867, -0.040, -4.373], [-2.167, 0.863, -5.381], [-2.902, 0.454, -6.473], [-0.861, 0.428, -2.982], [-0.102, -0.781, -2.681], [-0.041, 1.564, -3.337], [-1.690, 0.743, -1.637], [-2.708, 1.640, -1.709], [-3.177, 2.128, -0.538], [-4.195, 2.973, -0.583], [-4.806, 3.369, -1.759], [-4.248, 2.840, -2.912], [-3.227, 2.005, -2.901], [-4.502, -2.176, -7.636], [-4.448, -0.611, -8.276], [-3.360, -2.798, -5.628], [-2.047, -2.046, -3.662], [-1.822, 1.882, -5.285], [-3.149, 1.156, -7.261], [-4.524, 3.361, 0.378], [-5.653, 4.038, -1.775], [-4.638, 3.095, -3.895], [-2.075, 1.135, 2.466], [-3.232, 1.124, 3.374], [-2.937, 0.219, 4.484], [-2.644, -1.144, 4.037], [-1.496, -1.081, 3.123], [-1.749, -0.208, 1.977], [-2.928, -0.723, 1.265], [-4.112, -0.775, 2.135], [-4.371, 0.579, 2.626], [-3.804, -1.626, 3.282], [-1.213, 1.549, 2.998], [-2.313, 1.760, 1.607], [-3.797, 0.190, 5.159], [-2.071, 0.604, 5.029], [-1.276, -2.085, 2.754], [-0.636, -0.699, 3.678], [-2.705, -1.725, 0.897], [-3.142, -0.060, 0.429], [-5.250, 0.563, 3.277], [-4.570, 1.229, 1.772], [-3.603, -2.640, 2.926], [-4.668, -1.650, 3.951], [3.619, -4.738, 0.494], [2.822, -4.497, 1.745], [3.501, -4.211, 2.926], [2.830, -4.001, 4.116], [3.742, -3.655, 5.557], [1.450, -4.077, 4.175], [0.765, -4.372, 3.011], [1.423, -4.576, 1.801], [0.613, -4.954, 0.763], [0.616, -4.235, -0.477], [0.665, -2.705, -0.257], [-0.300, -2.178, 0.347], [1.672, -2.082, -0.654], [4.673, -4.869, 0.735], [3.513, -3.890, -0.183], [3.273, -5.632, -0.027], [4.583, -4.173, 2.915], [0.925, -3.903, 5.104], [-0.315, -4.444, 3.011], [-0.340, -4.485, -0.936], [1.426, -4.556, -1.132]],
  "lowdin_charge": [1.487, -0.040, -0.133, -0.045, -0.110, -0.007, -0.447, 1.171, -0.450, 0.018, -0.107, -0.041, -0.134, -0.043, -0.463, 0.030, -0.109, -0.044, -0.132, -0.038, 0.090, 0.071, 0.089, 0.118, 0.109, 0.092, 0.110, 0.091, 0.086, 0.080, 0.070, 0.118, 0.090, 0.085, 0.080, 0.098, -0.322, -0.029, -0.052, -0.294, -0.073, -0.028, 0.570, -0.506, -0.292, -0.200, -0.461, 0.080, -0.139, -0.062, -0.126, 0.127, 0.088, 0.088, 0.110, 0.117, 0.112, 0.109, 0.111, 0.093, 0.111, -0.173, -0.085, -0.185, -0.086, -0.186, -0.085, -0.172, -0.082, -0.175, -0.179, 0.126, 0.090, 0.120, 0.121, 0.108, 0.115, 0.120, 0.093, 0.121, 0.105, 0.125, 0.121, -0.024, -0.178, -0.075, -0.684, 0.642, -0.109, -0.005, -0.240, -0.036, -0.068, -0.689, -0.166, -0.130, 0.078, 0.078, 0.088, 0.109, 0.108, 0.124, 0.132, 0.113]
}